This record from OMol25 describes a molecular structure, C37H49Cl3N9OPSSeZn. The level of theory is the ωB97M-V functional and the def2-TZVPD basis.

Structure (XYZ):
```
103
Properties=species:S:1:pos:R:3
Zn -0.023 0.369 0.503
Se -1.232 -2.075 4.339
C -0.432 -1.082 3.116
N 0.101 -0.423 2.309
Cl 5.454 6.407 -1.400
C 5.365 5.042 -0.332
C 6.398 4.118 -0.311
C 6.305 3.037 0.547
C 5.209 2.856 1.386
C 5.172 1.680 2.324
C 5.221 0.344 1.608
N 4.084 0.214 0.699
C 4.107 0.311 -0.683
C 2.813 0.206 -1.086
N 2.003 0.062 0.031
C 2.803 0.053 1.079
O 6.269 1.735 3.223
C 5.889 1.314 4.541
C 4.911 2.265 5.157
C 3.618 1.971 5.451
Cl 2.809 0.482 5.176
S 2.763 3.302 6.105
C 4.147 4.304 5.976
C 5.208 3.635 5.460
C 4.194 3.809 1.340
Cl 2.774 3.671 2.332
C 4.261 4.899 0.484
H 7.257 4.249 -0.958
H 7.120 2.316 0.582
H 4.233 1.715 2.872
H 5.187 -0.445 2.356
H 6.138 0.230 1.040
H 5.027 0.446 -1.235
H 2.409 0.236 -2.089
H 2.472 -0.043 2.113
H 6.809 1.270 5.117
H 5.458 0.310 4.514
H 4.094 5.339 6.295
H 6.184 4.082 5.285
H 3.456 5.623 0.462
N -2.006 2.639 1.403
C -0.944 3.307 0.869
C -0.977 4.708 0.726
C 0.076 5.354 0.134
C 1.178 4.616 -0.307
C 1.157 3.260 -0.093
N 0.140 2.595 0.486
H -2.838 3.178 1.552
H -2.168 1.701 1.021
H -1.856 5.252 1.061
H 0.044 6.431 -0.001
H 2.030 5.083 -0.784
H 2.012 2.658 -0.379
N -1.728 0.221 -0.264
P -2.540 -0.204 -1.470
N -3.541 -1.496 -1.135
C -4.135 -2.303 -2.205
C -3.307 -3.555 -2.497
C -3.102 -4.370 -1.215
C -2.492 -3.499 -0.111
C -3.343 -2.255 0.117
N -1.636 -0.607 -2.853
C -2.067 -0.321 -4.230
C -1.612 -1.441 -5.168
C -0.207 -1.953 -4.792
C 0.542 -0.877 -4.011
C -0.167 -0.607 -2.684
N -3.625 0.922 -2.120
C -2.991 2.215 -2.441
C -3.853 2.998 -3.427
C -5.249 3.212 -2.838
C -5.863 1.872 -2.418
C -4.929 1.125 -1.472
H -4.255 -1.692 -3.102
H -5.139 -2.606 -1.887
H -2.332 -3.236 -2.883
H -3.798 -4.157 -3.269
H -2.470 -5.237 -1.417
H -4.073 -4.751 -0.870
H -1.484 -3.177 -0.407
H -2.398 -4.058 0.824
H -2.887 -1.603 0.853
H -4.329 -2.556 0.493
H -1.667 0.643 -4.577
H -3.144 -0.222 -4.256
H -1.616 -1.056 -6.192
H -2.330 -2.264 -5.130
H 0.348 -2.240 -5.686
H -0.286 -2.845 -4.164
H 0.600 0.036 -4.611
H 1.568 -1.190 -3.804
H 0.178 0.342 -2.256
H 0.111 -1.394 -1.976
H -1.990 2.045 -2.843
H -2.863 2.811 -1.523
H -3.933 2.424 -4.359
H -3.377 3.955 -3.659
H -5.896 3.726 -3.552
H -5.165 3.857 -1.953
H -6.021 1.251 -3.307
H -6.832 2.026 -1.936
H -5.344 0.161 -1.190
H -4.812 1.717 -0.546
```

Properties
HOMO level in eV: -7.145
E in a.u.: -8308.37799

Atomic partial charges in e from the Löwdin method, atoms 1 to 99:
1. Zn 0.542
2. Se 0.467
3. C -0.971
4. N -0.033
5. Cl 0.683
6. C -0.653
7. C -0.088
8. C -0.012
9. C -0.166
10. C -0.321
11. C -0.047
12. N -0.042
13. C -0.032
14. C -0.109
15. N 0.005
16. C -0.139
17. O -0.076
18. C -0.142
19. C -0.338
20. C -0.992
21. Cl 0.696
22. S 0.994
23. C -0.407
24. C -0.130
25. C -0.526
26. Cl 0.828
27. C -0.138
28. H 0.110
29. H 0.128
30. H 0.080
31. H 0.138
32. H 0.133
33. H 0.126
34. H 0.094
35. H 0.109
36. H 0.136
37. H 0.102
38. H 0.072
39. H 0.123
40. H 0.094
41. N 0.141
42. C -0.375
43. C -0.022
44. C -0.065
45. C -0.122
46. C -0.205
47. N 0.067
48. H 0.093
49. H 0.032
50. H 0.112
51. H 0.112
52. H 0.088
53. H 0.091
54. N -0.270
55. P 0.531
56. N -0.216
57. C -0.206
58. C -0.189
59. C -0.202
60. C -0.182
61. C -0.205
62. N -0.184
63. C -0.227
64. C -0.172
65. C -0.188
66. C -0.196
67. C -0.246
68. N -0.207
69. C -0.223
70. C -0.188
71. C -0.208
72. C -0.188
73. C -0.214
74. H 0.097
75. H 0.118
76. H 0.087
77. H 0.110
78. H 0.104
79. H 0.111
80. H 0.108
81. H 0.111
82. H 0.082
83. H 0.120
84. H 0.109
85. H 0.093
86. H 0.109
87. H 0.097
88. H 0.104
89. H 0.105
90. H 0.113
91. H 0.102
92. H 0.072
93. H 0.103
94. H 0.101
95. H 0.108
96. H 0.109
97. H 0.109
98. H 0.104
99. H 0.110